No. 1
{"formula": "C10H12N", "method": "wB97M-V/def2-TZVPD", "symbols": ["C", "C", "C", "C", "C", "C", "C", "C", "C", "C", "N", "H", "H", "H", "H", "H", "H", "H", "H", "H", "H", "H", "H"], "coordinates": [[1.8448, 0.5315, 2.6567], [0.5965, -0.1341, 2.8976], [2.2844, 0.7909, 1.3547], [-0.0395, -0.6528, 1.8172], [1.3665, 0.4342, 0.3335], [-2.8651, -1.3062, -1.0087], [-2.0547, -0.4764, -0.4296], [1.6029, 0.6582, -1.1864], [0.1920, 0.7795, -1.7355], [-0.6420, -0.5738, -0.5902], [0.2326, -0.1904, 0.5582], [2.5070, 0.8404, 3.4537], [0.3535, -0.4150, 3.8928], [3.3587, 1.0067, 1.1035], [-0.8921, -1.3114, 1.7281], [-3.9765, -1.0366, -0.9471], [-2.6732, -2.1013, -1.5260], [-2.5743, 0.3131, 0.0936], [2.2576, 1.5592, -1.2771], [2.1490, -0.3521, -1.5497], [-0.1967, 1.7431, -1.5984], [0.0175, 0.3910, -2.7978], [-0.1809, -1.4453, -1.1813]], "forces_ev_per_angstrom": [[-0.253, 0.309, -0.820], [2.143, -0.041, -0.554], [-0.574, -1.491, -0.013], [-1.574, 0.722, -1.138], [2.174, 1.186, -1.800], [-4.909, 3.713, 2.013], [-0.329, 0.591, 0.759], [0.839, -1.638, 0.985], [-0.648, -4.167, -0.350], [4.760, 2.653, -3.282], [-0.149, -1.321, 1.245], [-0.248, -0.172, 0.325], [-0.375, -0.170, 0.554], [-1.502, 0.348, 0.293], [-0.123, -0.094, 1.061], [1.659, -0.658, -0.067], [1.564, -4.572, -2.985], [0.761, 0.535, 0.258], [-0.485, -0.898, -0.396], [-1.048, 2.440, 0.558], [-0.948, 1.171, 0.361], [0.351, 0.675, 1.615], [-1.086, 0.881, 1.378]], "total_charge": 1, "relative_energy_kcal_mol": 57.17, "total_energy_ev": -12045.57060, "e_homo_ha": -0.4852}


No. 2
{"formula": "C10H12N", "method": "wB97M-V/def2-TZVPD", "symbols": ["C", "C", "C", "C", "C", "C", "C", "C", "C", "C", "N", "H", "H", "H", "H", "H", "H", "H", "H", "H", "H", "H", "H"], "coordinates": [[-1.1409, 2.0482, 1.7774], [-0.9986, 1.2039, 2.9586], [-0.8021, 1.6798, 0.4925], [-0.5650, -0.0216, 2.6824], [-0.2982, 0.4175, 0.2709], [-0.2414, -0.5136, 1.3820], [0.2190, -0.0329, -1.0534], [0.1186, -1.7929, 1.0923], [-0.4343, 0.5188, -2.2657], [1.9506, -1.4148, -2.0967], [1.1534, -0.8420, -1.1074], [-1.3370, 3.0221, 1.9897], [-1.4188, 1.3600, 3.9922], [-0.7819, 2.3653, -0.3398], [-0.5550, -0.8425, 3.5019], [0.5339, -2.4465, 1.6988], [0.1149, -2.1047, 0.0641], [-1.5144, 0.3048, -2.4832], [0.1367, 0.2483, -3.2644], [-0.4358, 1.6464, -2.0754], [2.8758, -1.7896, -1.7400], [2.0840, -0.7339, -2.9359], [1.3365, -2.2801, -2.5409]], "forces_ev_per_angstrom": [[1.104, -2.048, 1.839], [-1.576, 1.075, -0.964], [0.426, -0.409, -0.100], [0.690, -4.312, 1.824], [-0.316, -1.157, 0.247], [-0.006, 1.283, -0.769], [-1.449, 0.391, -1.105], [-0.951, 2.619, -3.168], [-0.084, 1.978, -2.357], [-2.351, -1.148, -2.557], [1.887, -0.497, 3.068], [-1.046, 2.813, 0.210], [0.751, 0.665, -1.430], [-0.321, 0.393, 0.306], [0.094, 1.615, -1.295], [1.436, -3.013, 3.522], [-0.450, -0.228, 0.056], [0.930, -0.267, 0.719], [-1.003, 0.748, 2.215], [0.135, -1.284, -1.022], [0.746, -0.193, 0.478], [0.301, 0.097, -0.183], [1.055, 0.879, 0.466]], "total_charge": 1, "relative_energy_kcal_mol": 81.10, "total_energy_ev": -12044.53286, "e_homo_ha": [-0.4762, -0.4762]}


No. 3
{"formula": "C10H12NO", "method": "wB97M-V/def2-TZVPD", "symbols": ["C", "C", "C", "C", "C", "C", "C", "C", "C", "C", "N", "O", "H", "H", "H", "H", "H", "H", "H", "H", "H", "H", "H", "H"], "coordinates": [[-2.8927, -0.8781, 0.3420], [-2.7883, 0.4473, 0.6388], [-1.7547, -1.4261, -0.1737], [-1.6056, 1.1390, 0.5608], [-0.5454, -0.8395, -0.3275], [-0.4570, 0.4927, 0.1160], [0.6946, -1.5589, -0.7385], [1.5960, -1.6661, 0.5428], [0.7964, 1.3036, 0.3223], [1.8118, 2.2455, -1.1490], [2.3354, -0.5005, 0.8843], [1.9997, 0.6995, 0.6688], [-3.8207, -1.4268, 0.4267], [-3.5061, 1.0599, 1.1377], [-1.7505, -2.4948, -0.3428], [-1.6130, 1.9881, 1.2999], [0.4460, -2.5686, -0.8978], [1.3281, -1.1438, -1.4739], [0.9396, -1.9187, 1.3306], [2.2054, -2.5786, 0.5240], [0.4901, 2.3295, 0.6031], [2.6340, 1.6606, -1.4994], [2.2124, 3.1721, -0.7720], [1.2446, 2.4628, -2.0229]], "forces_ev_per_angstrom": [[-0.558, 0.710, -0.584], [-0.652, 1.221, 0.780], [0.031, -3.232, -0.334], [0.663, 0.048, 1.751], [1.034, 2.551, -0.197], [1.005, 0.948, 0.071], [-0.029, 0.227, 2.607], [-0.966, -0.109, -1.175], [-0.756, 0.709, -4.880], [-0.623, -0.751, 0.529], [1.231, 0.685, -0.470], [0.266, -0.691, 2.315], [0.155, -0.081, 0.172], [-1.189, -0.359, 0.040], [-0.265, -0.208, -0.392], [0.579, -0.245, -1.602], [-0.156, -1.271, -0.914], [0.122, 0.490, -1.313], [-1.026, 0.117, 1.384], [0.896, 0.860, -0.137], [1.344, -0.746, 1.407], [0.444, -0.932, 0.320], [-0.232, 0.125, 0.883], [-1.318, -0.067, -0.260]], "total_charge": 1, "relative_energy_kcal_mol": 154.42, "total_energy_ev": -14088.39857, "e_homo_ha": [-0.4832, -0.4832]}


No. 4
{"formula": "C10H12NO2", "method": "wB97M-V/def2-TZVPD", "symbols": ["C", "C", "C", "C", "C", "C", "C", "C", "C", "C", "N", "O", "O", "H", "H", "H", "H", "H", "H", "H", "H", "H", "H", "H", "H"], "coordinates": [[2.9134, -1.4119, 0.8456], [2.2157, -0.3587, 1.4869], [2.2107, -1.9289, -0.1965], [0.8947, -0.4354, 0.8930], [0.4849, -3.1780, 0.5377], [0.1016, -1.0068, -1.1691], [-0.9901, -0.2767, -0.4346], [-0.2116, 0.3659, 0.6692], [-1.6488, 0.7647, -1.3531], [-0.6750, 1.3463, 1.7238], [0.9084, -1.4812, -0.0460], [0.3469, -3.8989, -0.4659], [0.5115, -3.1806, 1.7220], [3.9515, -1.6194, 1.1435], [2.3470, -0.0251, 2.4365], [2.4449, -2.7521, -0.9920], [-0.3121, -1.7351, -1.9092], [0.6960, -0.3192, -1.6934], [-1.8529, -0.9137, -0.2731], [-1.2067, 1.6291, -1.0656], [-2.7118, 0.9851, -1.3309], [-1.4288, 0.6522, -2.4646], [-1.1861, 2.0572, 1.1622], [0.2551, 1.6755, 2.1881], [-1.3170, 0.8712, 2.5915]], "forces_ev_per_angstrom": [[1.738, 0.664, -0.073], [-2.652, -1.936, -2.152], [3.358, -2.162, -1.969], [0.701, 1.693, 0.376], [-0.735, -2.457, -1.699], [-1.363, -1.373, -0.031], [-1.455, 1.279, -1.224], [0.064, -1.237, 1.821], [-0.355, -1.157, -2.456], [0.402, -2.952, 0.857], [-1.274, -0.816, -1.623], [-0.042, 1.883, 1.959], [-0.300, 0.065, 0.372], [-0.497, -0.297, -0.464], [0.754, 1.099, 2.496], [-0.438, 1.835, 1.986], [0.677, -0.056, 0.982], [0.913, 1.174, -0.853], [0.073, -1.048, 1.110], [1.427, 3.141, 0.438], [-0.401, -0.644, 0.517], [-0.041, -0.200, 1.209], [-1.149, 1.976, -0.087], [-0.213, 0.647, 0.090], [0.805, 0.879, -1.582]], "total_charge": -1, "relative_energy_kcal_mol": 35.53, "total_energy_ev": -16147.57839, "e_homo_ha": -0.0651}


No. 5
{"formula": "C10H12NO6PTl", "method": "wB97M-V/def2-TZVPD", "symbols": ["Tl", "O", "C", "C", "C", "N", "C", "C", "C", "O", "O", "C", "O", "O", "H", "H", "H", "C", "P", "C", "C", "O", "H", "H", "H", "H", "H", "H", "H", "H", "H"], "coordinates": [[-0.6962, -2.2011, -2.5208], [-0.7240, -0.1078, 4.2490], [-0.7827, -0.6899, 3.0647], [-1.9333, -0.9115, 2.2722], [-1.5903, -1.5399, 1.1140], [-0.7595, -2.1068, 0.2487], [0.0599, -1.7303, 1.2264], [0.3807, -1.1753, 2.4260], [2.6623, -2.6367, -0.3449], [3.3060, -2.4876, 0.5987], [2.0201, -2.7844, -1.3007], [-4.1147, -1.2767, -0.7042], [-4.6903, -0.8365, 0.1911], [-3.5150, -1.7240, -1.5916], [-1.6017, 0.1403, 4.5687], [-2.9447, -0.6378, 2.5355], [1.3757, -1.1378, 2.8417], [0.8550, 2.4133, -2.8494], [0.6601, 1.2667, -1.4947], [2.3053, 0.8028, -0.9688], [-0.0576, 2.1800, -0.1392], [-0.1822, 0.0691, -1.8600], [1.4829, 3.2565, -2.5615], [-0.1236, 2.7830, -3.1553], [1.3145, 1.8953, -3.6918], [2.9024, 1.6804, -0.7221], [2.7959, 0.2533, -1.7735], [2.2311, 0.1642, -0.0858], [0.5805, 3.0137, 0.1544], [-0.1820, 1.5042, 0.7091], [-1.0345, 2.5615, -0.4360]], "forces_ev_per_angstrom": [[-0.004, -0.069, -0.030], [-0.069, -0.016, -0.058], [0.030, 0.044, 0.108], [-0.213, -0.019, -0.111], [0.715, -0.057, 0.174], [-0.063, 0.000, -0.078], [-0.663, 0.125, 0.025], [0.236, -0.089, -0.112], [-0.020, -0.100, -0.029], [0.122, 0.082, 0.218], [-0.121, 0.015, -0.175], [0.178, -0.070, 0.072], [-0.207, 0.134, 0.162], [0.039, -0.048, -0.216], [0.021, 0.005, 0.007], [0.010, 0.007, 0.013], [-0.006, 0.011, 0.021], [0.008, 0.032, -0.150], [-0.131, -0.103, 0.013], [0.136, -0.112, 0.022], [-0.087, 0.051, 0.149], [0.070, 0.082, -0.056], [0.000, -0.001, 0.008], [0.003, -0.007, -0.009], [-0.001, 0.031, -0.010], [0.006, 0.004, 0.005], [0.021, 0.003, 0.023], [0.010, 0.039, -0.017], [-0.008, 0.005, 0.004], [-0.005, 0.026, 0.008], [-0.007, -0.003, 0.017]], "total_charge": 1, "relative_energy_kcal_mol": 0.00, "total_energy_ev": -38316.02688, "e_homo_ha": -0.4405}


No. 6
{"formula": "C10H12O", "method": "wB97M-V/def2-TZVPD", "symbols": ["C", "C", "C", "C", "O", "C", "C", "C", "C", "C", "C", "H", "H", "H", "H", "H", "H", "H", "H", "H", "H", "H", "H"], "coordinates": [[-2.0968, -1.2101, 0.0118], [-1.6647, 0.2010, -0.3102], [-2.8532, 1.2081, -0.2150], [-0.4984, 0.5191, 0.6190], [0.2424, 1.7731, 0.4299], [1.4131, 1.0907, 0.1364], [2.7263, 1.2704, -0.2524], [3.3414, 0.0450, -0.4496], [2.8285, -1.1613, 0.0047], [1.4972, -1.3548, 0.4235], [0.7969, -0.1670, 0.3396], [-2.1415, -1.3054, 1.0451], [-1.4308, -1.9445, -0.6314], [-3.0641, -1.2914, -0.4280], [-1.1307, 0.1530, -1.2263], [-2.9660, 1.3636, 0.7677], [-3.6891, 0.7906, -0.5821], [-2.6014, 2.1754, -0.7769], [-0.9032, 0.2071, 1.6899], [3.0628, 2.2087, -0.3982], [4.3633, -0.1349, -0.8072], [3.5371, -2.0670, -0.0824], [1.2308, -2.3692, 0.6919]], "forces_ev_per_angstrom": [[1.402, -0.554, -3.622], [0.616, 1.074, 0.338], [4.989, 1.333, -2.990], [-0.657, -1.459, 2.143], [-0.658, 1.612, 0.141], [-1.283, -2.418, 0.206], [-2.804, -1.901, 0.430], [1.767, -1.311, 0.707], [0.859, -1.961, -0.684], [1.011, 0.891, -0.719], [0.813, -0.919, 0.462], [0.015, -1.035, 1.867], [-1.116, 1.075, 2.056], [-0.944, -0.515, -0.044], [-0.331, 0.411, -1.632], [-0.699, 1.096, 3.738], [-2.993, -1.384, -1.541], [-0.461, -1.304, 0.995], [1.110, 1.677, -1.435], [1.686, 2.745, -0.727], [-0.297, 1.063, 0.010], [-1.339, 1.482, 0.189], [-0.683, 0.303, 0.113]], "relative_energy_kcal_mol": 70.74, "total_energy_ev": -12609.00815, "smiles": "CC(C)[C@@H]1Oc2ccccc21", "e_homo_ha": -0.3085}